Record 1
70
Properties=species:S:1:pos:R:3 method="wB97M-V/def2-TZVPD" mol_weight_g_mol=508.48 charge=0 spin_multiplicity=1 gap_ev=10.07 homo_energy_ev=-10.23 e_above_lowest_kj_mol=29.9
C -14.58 -22.00 -17.06
N -15.66 -21.50 -18.03
O -15.26 -20.75 -18.94
O -16.82 -21.82 -17.81
H -13.63 -22.30 -17.51
H -15.07 -22.80 -16.49
H -14.47 -21.17 -16.38
C -6.95 -21.05 2.06
N -8.10 -21.57 2.84
O -8.40 -21.12 3.95
O -8.68 -22.51 2.29
H -7.16 -21.29 1.02
H -6.06 -21.59 2.40
H -6.87 -19.99 2.28
C -19.65 -18.93 -12.87
N -18.30 -18.73 -12.32
O -18.08 -17.72 -11.65
O -17.42 -19.57 -12.58
H -20.13 -19.62 -12.17
H -19.59 -19.38 -13.86
H -20.17 -17.98 -12.98
C -11.78 -18.44 -2.59
N -10.64 -18.24 -3.52
O -9.53 -18.47 -3.02
O -10.89 -18.02 -4.70
H -11.37 -18.24 -1.60
H -12.09 -19.48 -2.66
H -12.56 -17.71 -2.79
O -0.90 -26.94 -6.89
C -2.02 -27.23 -6.46
O -3.20 -27.04 -7.11
C -3.33 -26.17 -8.26
C -4.79 -25.68 -8.41
C -2.17 -27.94 -5.10
H -2.98 -26.66 -9.17
H -2.63 -25.34 -8.14
H -5.24 -25.45 -7.44
H -5.45 -26.46 -8.80
H -4.89 -24.81 -9.07
H -3.19 -27.87 -4.73
H -1.47 -27.42 -4.44
H -1.84 -28.97 -5.21
O -11.46 -16.62 -15.54
C -10.65 -15.81 -15.09
O -10.81 -15.06 -13.99
C -11.84 -15.19 -13.04
C -11.54 -16.45 -12.19
C -9.42 -15.37 -15.90
H -12.82 -15.35 -13.49
H -11.92 -14.26 -12.48
H -11.86 -17.29 -12.80
H -12.04 -16.43 -11.22
H -10.48 -16.45 -11.97
H -8.85 -16.19 -16.33
H -8.84 -14.65 -15.32
H -9.80 -14.87 -16.80
O -13.77 -24.50 -5.09
C -12.60 -24.15 -5.18
O -12.12 -23.31 -6.12
C -12.89 -22.89 -7.24
C -12.04 -22.94 -8.50
C -11.52 -24.69 -4.27
H -13.07 -21.82 -7.07
H -13.83 -23.44 -7.22
H -12.62 -22.62 -9.36
H -11.57 -23.91 -8.67
H -11.20 -22.25 -8.40
H -10.86 -25.30 -4.88
H -11.91 -25.40 -3.54
H -10.89 -23.93 -3.79



Record 2
15
Properties=species:S:1:pos:R:3 method="wB97M-V/def2-TZVPD" mol_weight_g_mol=807.61 charge=+3 spin_multiplicity=1 gap_ev=2.63 homo_energy_ev=-16.41
Pb -13.49 -17.76 1.79
Pb -18.53 -15.33 -0.08
Pb -15.74 -13.90 4.80
N -18.55 -13.26 3.14
O -18.38 -13.86 2.05
O -19.67 -12.62 3.42
O -17.95 -13.58 4.18
N -19.17 -19.80 1.13
O -18.35 -19.31 0.35
O -18.98 -20.91 1.54
O -20.11 -19.13 1.63
N -16.72 -16.82 2.52
O -17.42 -16.72 1.50
O -15.87 -17.69 2.57
O -16.39 -15.70 3.12



Record 3
12
Properties=species:S:1:pos:R:3 method="wB97M-V/def2-TZVPD" mol_weight_g_mol=191.98 charge=+2 spin_multiplicity=5 gap_ev="8.47 / 6.20" homo_energy_ev="-20.15 / -20.51" e_above_lowest_kj_mol=328.4
H 1.17 -1.68 1.47
O 0.48 0.06 0.88
C -1.03 -0.05 0.83
C 0.85 0.84 -0.27
O -1.45 -1.02 1.49
O -1.25 -0.17 -0.49
C -0.30 0.61 -1.25
Rh -0.40 -2.58 1.60
H 1.83 0.54 -0.66
H 0.90 1.88 0.08
H -0.02 0.03 -2.13
H -0.80 1.54 -1.55



Record 4
6
Properties=species:S:1:pos:R:3 method="wB97M-V/def2-TZVPD" mol_weight_g_mol=36.03 charge=0 spin_multiplicity=1 gap_ev=11.39 homo_energy_ev=-10.75 e_above_lowest_kj_mol=13.3
H 0.68 0.22 0.07
H 1.89 -0.67 -0.51
H -1.44 -0.54 0.63
H -1.64 0.87 -0.10
O 1.70 0.13 0.03
O -1.19 -0.01 -0.12